Record 1
{"formula": "C18H30NO4P2Pb", "method": "ωB97M-V with the def2-TZVPD basis set", "species": ["C", "C", "N", "C", "C", "C", "C", "P", "Pb", "P", "C", "C", "C", "C", "C", "C", "C", "O", "O", "H", "H", "H", "C", "C", "H", "H", "H", "H", "C", "C", "H", "H", "H", "H", "H", "H", "H", "H", "H", "H", "H", "H", "H", "H", "H", "H", "H", "H", "H", "H", "H", "H", "O", "C", "O", "H"], "coordinates": [[-0.8236, 4.1230, -1.8455], [-0.8517, 2.7685, -1.4615], [-0.0170, 2.3018, -0.5173], [0.8121, 3.1302, 0.1284], [0.8255, 4.5081, -0.1522], [0.0185, 5.0096, -1.1723], [-1.8476, 1.8424, -2.1356], [-2.2233, 0.3052, -1.1892], [0.0488, -0.7361, 0.0323], [2.2050, 0.8212, 1.0749], [1.7718, 2.6067, 1.1917], [0.0675, -3.0548, 0.4624], [-1.0109, -3.6377, 1.1060], [-1.0455, -5.0429, 1.2486], [-0.0041, -5.8269, 0.7331], [1.0729, -5.2105, 0.0873], [1.1093, -3.8031, -0.0429], [-0.7861, 0.6216, -4.5229], [0.0253, -1.6563, -3.3506], [-1.4899, 4.4528, -2.6383], [1.4851, 5.1524, 0.4251], [0.0388, 6.0704, -1.4347], [-3.6095, 0.8355, -0.1501], [-3.0107, -0.8553, -2.3482], [2.7183, 3.1513, 1.0956], [1.3813, 2.7968, 2.2021], [-1.4886, 1.5217, -3.1549], [-2.8093, 2.3754, -2.2316], [2.7144, 0.3069, 2.7566], [3.8417, 0.9096, 0.2644], [-1.8369, -3.0411, 1.5020], [-1.8898, -5.5133, 1.7565], [-0.0382, -6.9149, 0.8298], [1.8875, -5.8072, -0.3214], [1.9535, -3.3332, -0.5568], [0.5882, -1.4470, -2.5403], [0.0848, -2.6207, -3.4787], [-0.3582, -0.2238, -4.2160], [-0.0653, 1.1966, -4.8356], [1.4006, -0.9948, -1.2899], [-4.4479, 1.1671, -0.7792], [-3.8996, -0.0259, 0.4624], [-3.2848, 1.6384, 0.5235], [-3.8194, -0.3536, -2.9031], [-2.2554, -1.2722, -3.0311], [-3.4199, -1.6735, -1.7358], [4.5375, 1.4849, 0.8986], [4.2115, -0.1165, 0.1244], [3.7394, 1.3743, -0.7262], [3.6370, 0.8296, 3.0567], [1.9114, 0.5001, 3.4803], [2.8970, -0.7798, 2.7248], [-1.7998, 0.4171, 4.0396], [-1.0985, -0.1748, 3.2108], [-0.9719, 0.1311, 1.9459], [-0.4919, -1.0560, 3.5350]], "mulliken_charge": [-0.767, 0.327, 0.276, 0.338, -0.823, -0.596, -1.079, 0.778, 1.258, 0.628, -1.079, 0.340, -0.360, -0.565, -0.472, -0.579, -0.450, -0.697, -0.712, 0.486, 0.489, 0.420, -1.388, -1.062, 0.542, 0.465, 0.419, 0.562, -1.239, -1.361, 0.375, 0.387, 0.378, 0.378, 0.345, 0.115, 0.286, 0.406, 0.318, -0.073, 0.450, 0.419, 0.376, 0.415, 0.279, 0.444, 0.446, 0.407, 0.379, 0.411, 0.380, 0.370, -0.570, 0.006, -0.573, 0.348], "total_energy_ha": -1934.8748, "total_charge": 1, "lumo_ev": -4.500, "fmax_ha_per_bohr": 0.0476}

Record 2
{"formula": "C4H6N", "method": "ωB97M-V with the def2-TZVPD basis set", "species": ["C", "C", "C", "C", "N", "H", "H", "H", "H", "H", "H"], "coordinates": [[-1.2806, -0.6773, -0.4273], [0.0294, -1.3604, -0.2946], [-0.7284, -0.8408, 0.9774], [-0.0584, 0.0546, 0.0763], [1.0854, 1.6089, -0.2257], [-2.2145, -0.4726, -0.9409], [0.5842, -2.1816, -0.5259], [-1.0404, -1.0170, 1.8738], [0.6953, 2.2305, 0.3775], [1.1134, 1.5284, -1.1982], [1.8147, 1.1273, 0.3076]], "mulliken_charge": [-0.283, -0.437, -0.502, 0.091, -0.377, 0.445, 0.489, 0.549, 0.315, 0.325, 0.383], "total_energy_ha": -210.2200, "relative_energy_kcal_mol": 148.12, "total_charge": 1, "lumo_ev": -5.794, "fmax_ha_per_bohr": 0.1534}

Record 3
{"formula": "C26H34ClF5N3O5Pb", "method": "ωB97M-V with the def2-TZVPD basis set", "species": ["O", "C", "C", "C", "H", "C", "H", "C", "H", "C", "H", "C", "H", "H", "C", "C", "H", "H", "H", "C", "C", "H", "H", "H", "H", "Pb", "Cl", "C", "O", "N", "C", "C", "H", "H", "H", "H", "H", "H", "H", "H", "H", "C", "C", "N", "H", "C", "O", "H", "H", "H", "H", "H", "H", "C", "C", "N", "H", "C", "O", "H", "H", "H", "H", "F", "C", "C", "F", "C", "F", "C", "O", "C", "F", "C", "F"], "coordinates": [[-3.7873, -0.9582, 1.6089], [-3.2420, -2.0378, 1.1718], [-2.5849, -2.8670, 2.2735], [-1.2234, -2.8149, 2.5265], [-0.5634, -2.2872, 1.8361], [-0.7046, -3.4385, 3.6706], [0.3656, -3.3789, 3.8709], [-1.5584, -4.1264, 4.5389], [-1.1550, -4.6003, 5.4367], [-2.9277, -4.2048, 4.2531], [-3.6006, -4.7418, 4.9219], [-3.4371, -3.5822, 3.1175], [-4.4998, -3.6108, 2.8744], [-3.9288, -2.6968, 0.5837], [-2.8983, -1.0348, -1.3005], [-2.1297, -1.8741, -0.3471], [-3.6921, -1.6265, -1.7946], [-2.2916, -0.5813, -2.1015], [-3.3897, -0.2142, -0.7610], [-1.4250, -2.9953, -0.6244], [-1.3122, -3.6341, -1.9770], [-0.9160, -3.5452, 0.1697], [-2.0591, -4.4380, -2.0863], [-0.3175, -4.0771, -2.1028], [-1.4697, -2.9147, -2.7972], [0.3657, -0.7006, -1.1638], [1.9448, -2.6498, -1.8311], [3.4845, 0.2340, -2.1315], [2.3401, 0.6376, -1.8094], [4.5312, 1.0639, -2.2235], [4.3211, 2.5060, -2.1833], [5.8343, 0.5792, -2.6580], [3.7035, -0.8277, -2.3396], [3.5312, 2.7451, -1.4658], [4.0394, 2.8908, -3.1756], [5.2663, 2.9724, -1.8873], [5.9260, -0.4708, -2.3559], [6.6190, 1.1819, -2.1884], [5.9450, 0.6442, -3.7523], [-1.9095, 0.7255, 5.1689], [0.2407, 1.6672, 4.7181], [-1.7244, 0.0064, 4.3573], [0.3678, 1.1888, 3.7406], [-0.9094, 0.6325, 3.3263], [-2.6740, -0.3250, 3.9218], [-1.3485, 0.8106, 2.0684], [-0.6898, 1.3518, 1.1659], [0.7131, 1.9125, 2.9991], [-2.3734, 0.4279, 1.8970], [-1.1960, -0.8601, 4.7783], [1.1149, 0.3899, 3.8470], [-2.4363, 4.5833, -3.4745], [-3.2458, 4.8705, -0.8706], [-2.7220, 3.5316, -3.3458], [-3.5279, 3.8179, -1.0165], [-2.6249, 3.1557, -1.9478], [-2.0666, 2.8907, -3.9361], [-1.6962, 2.2793, -1.5295], [-0.9916, 1.5815, -2.2889], [-3.4874, 3.3005, -0.0515], [-1.6116, 2.2079, -0.4302], [-3.7620, 3.4256, -3.6745], [-4.5514, 3.7863, -1.4102], [6.2893, -1.6154, 2.6702], [5.0096, -1.5084, 2.2716], [4.1875, -2.6413, 2.2593], [4.6793, -3.8313, 2.6647], [2.8820, -2.5398, 1.8314], [2.0948, -3.6354, 1.7827], [2.3255, -1.2956, 1.4374], [1.0931, -1.1823, 1.0787], [3.1940, -0.1684, 1.4610], [2.6996, 1.0347, 1.0847], [4.5113, -0.2753, 1.8495], [5.3190, 0.8076, 1.8094]], "mulliken_charge": [-0.870, -0.908, 0.251, 1.797, -0.299, -1.241, 0.346, -0.547, 0.364, -0.577, 0.338, -0.405, 0.404, 0.456, -1.433, 0.905, 0.351, 0.448, 0.244, -0.221, -1.465, 0.166, 0.398, 0.385, 0.247, 1.331, -0.676, 0.024, -0.629, 0.298, -0.945, -0.950, 0.321, 0.240, 0.306, 0.338, 0.331, 0.309, 0.322, 0.341, 0.403, -0.949, -0.992, 0.354, 0.274, 0.154, -0.860, 0.254, 0.448, 0.335, 0.195, 0.317, 0.316, -0.972, -0.934, 0.196, 0.272, 0.852, -0.766, 0.268, -0.103, 0.306, 0.333, -0.346, 0.494, 0.316, -0.331, -0.239, -0.397, 0.036, 0.118, 0.013, -0.456, 0.369, -0.369], "total_energy_ha": -2704.0027, "total_charge": -1, "lumo_ev": 2.320, "fmax_ha_per_bohr": 0.0615}

Record 4
{"formula": "C2H6N2O2S", "method": "ωB97M-V with the def2-TZVPD basis set", "species": ["O", "C", "C", "N", "S", "N", "O", "H", "H", "H", "H", "H", "H"], "coordinates": [[2.3938, -0.0921, -0.1150], [1.2511, -0.8855, 0.3054], [-0.0956, -0.2291, 0.0065], [-1.1031, -1.0246, 0.0601], [-2.6884, -0.3857, -0.0408], [-0.0315, 1.1442, -0.2057], [-1.0386, 1.9456, 0.3283], [2.4098, -0.0031, -1.0752], [1.3907, -0.9468, 1.3698], [1.3425, -1.8706, -0.0796], [-3.2216, -1.5996, -0.2126], [0.8861, 1.5191, 0.0516], [-1.4952, 2.4283, -0.3927]], "mulliken_charge": [-0.587, -0.344, 0.526, -0.464, -0.169, -0.219, -0.428, 0.325, 0.218, 0.319, 0.148, 0.321, 0.355], "total_energy_ha": -737.8936, "relative_energy_kcal_mol": 68.71, "smiles": "OC/C(=N/S)NO", "lumo_ev": 0.683, "fmax_ha_per_bohr": 0.0379}